# 1
Density functional theory data (ωB97M-V/def2-TZVPD) for C4H6ErO2 as an isolated structure at a distorted geometry.

The geometry in XYZ format:
```
13
Properties=species:S:1:pos:R:3:forces:R:3
C 0.627 1.219 0.186 -2.05 3.44 -2.00
O -0.245 -1.513 -1.323 -1.28 2.08 -0.79
H 0.568 -1.468 -1.850 0.87 -0.33 -0.05
C -0.683 1.603 -0.087 0.01 3.71 0.64
Er 0.187 -3.266 1.891 0.11 0.08 0.76
H -1.466 1.421 -0.824 -0.09 -1.16 0.03
H 1.777 0.185 0.587 -1.59 -3.10 -0.74
C 0.550 -0.250 0.537 2.77 -0.11 1.11
C -0.489 -0.531 -0.498 1.17 -6.07 0.15
H 1.454 1.630 -0.398 0.31 0.69 1.09
H -1.563 -0.523 -0.269 0.27 0.37 0.10
H -1.071 2.477 0.443 0.24 0.59 0.30
O 0.353 -0.982 1.605 -0.74 -0.20 -0.61
```
Forces are in eV/Å.

## Properties
Relative energy (zero: lowest compared OMol25 entry of this formula, charge and spin): 805.4 kJ/mol
LUMO energy (spin up / spin down): -14.7 / -14.9 eV
Strongest force on any atom: 6.2 eV/Å
Multiplicity: 4
Total charge: +3



# 2
Density functional theory data (ωB97M-V/def2-TZVPD) for C15H28AlCl2F4N4NaO16PS as an isolated structure at a distorted geometry.

The geometry in XYZ format:
```
73
Properties=species:S:1:pos:R:3:forces:R:3
N 4.886 -2.503 0.483 -0.60 -1.29 1.41
O 4.006 5.416 -3.616 -0.54 0.34 0.06
H -2.895 -2.800 -0.402 0.55 0.23 0.40
F -4.476 -5.379 -2.433 -0.06 1.15 0.28
H -1.772 3.827 2.564 -0.09 0.10 -0.15
F 6.763 -2.623 2.259 -3.23 -1.63 -3.63
H -7.482 -6.263 -4.817 -0.04 0.07 -0.01
C 0.206 6.967 -0.633 -0.09 0.09 0.02
O 2.035 6.545 -3.859 -1.10 -0.54 0.87
O -3.916 -3.340 -4.336 -0.33 0.03 1.59
H -7.596 -5.289 -3.329 0.03 0.02 -0.18
C -2.582 1.548 1.152 -0.06 0.46 -1.02
N 6.831 -0.228 5.801 1.32 0.86 -0.08
C 3.265 6.347 -4.003 0.27 -2.65 1.35
C 3.466 -3.015 0.805 -0.87 -7.62 2.49
C 1.395 -2.018 1.640 -1.61 -1.28 8.38
H 3.483 5.397 -0.066 -0.21 0.02 -0.09
H 5.046 -2.576 -0.551 -1.21 -0.66 2.47
O -6.196 -3.227 -4.123 -0.50 -0.42 0.74
Cl -1.882 -5.775 -0.629 -0.46 -1.00 0.12
O 6.245 -4.601 0.974 -2.28 9.71 1.38
O 3.235 -4.271 1.248 1.62 9.67 -3.17
N -2.052 2.458 -1.422 -1.91 -3.26 9.28
N 5.207 -1.741 5.358 -0.90 -1.19 -0.72
H 7.214 0.495 6.396 -0.15 -0.28 -0.26
H -4.382 2.727 1.384 0.14 -0.18 0.05
O 0.803 5.071 1.156 -0.03 -0.09 0.14
C -2.728 3.931 2.038 0.03 0.10 0.09
O 1.617 -2.315 2.922 -0.70 2.08 -9.77
H 4.335 -2.187 5.611 0.33 0.17 -0.11
F -3.867 -3.616 -1.302 -0.24 0.04 -0.33
C -4.902 -3.161 -3.461 1.12 -0.36 -2.14
O 5.082 -0.454 7.203 0.08 -0.06 -0.10
H -0.866 6.755 -0.623 0.16 -0.11 0.02
H -5.689 -4.592 -5.643 0.21 0.11 0.29
O -0.518 -3.895 -0.146 1.31 4.38 2.70
O -2.522 -2.162 0.276 4.20 -1.14 2.45
O 3.019 0.857 0.693 -0.12 3.39 0.32
H 2.821 6.977 0.430 -0.16 -0.09 0.06
H 0.432 7.723 0.123 0.05 -0.14 0.05
O 2.373 -2.063 0.543 0.53 -1.33 2.77
C 2.752 6.173 -0.307 0.06 0.07 0.05
C 5.936 -3.322 1.205 2.98 -7.07 0.32
H -3.120 0.596 1.093 0.16 0.09 -0.22
Al 1.118 -2.396 -1.432 -1.30 -0.95 -0.59
Cl 1.705 2.149 0.492 1.75 -2.45 0.31
O -1.527 -3.621 2.455 0.43 2.14 -3.68
H 0.492 7.331 -1.623 0.11 -0.23 -0.02
O 0.023 -1.537 1.274 2.99 -2.29 0.09
S 1.099 5.438 -0.268 0.26 0.42 -0.55
H 2.791 -0.040 0.530 -1.55 -0.74 -0.58
H -2.537 4.387 1.062 0.07 -0.13 0.12
O 3.822 7.332 -4.694 0.72 2.11 -1.37
Na 5.905 -2.108 -1.988 0.72 0.65 -1.53
C -3.426 2.581 1.902 -0.15 0.41 0.12
H -1.636 1.372 1.674 -0.01 0.10 -0.20
H -3.355 4.627 2.604 0.09 -0.09 -0.03
H 2.961 7.789 -4.780 0.66 0.76 -0.61
C -2.293 2.046 -0.255 1.81 2.49 -7.90
F -5.972 -4.102 -1.496 0.53 0.04 0.02
C -6.945 -5.568 -4.163 0.19 -0.44 0.15
H 5.676 -2.028 4.516 -0.06 0.07 0.20
H -7.342 -4.032 -5.567 0.08 0.23 0.07
C -4.795 -4.085 -2.185 -1.11 -1.24 -0.95
H -6.091 -6.113 -3.758 -0.13 0.04 0.02
H -2.476 -3.913 2.292 1.33 0.29 0.02
C 5.669 -0.787 6.186 -0.50 0.35 0.91
C -6.497 -4.349 -4.946 -0.21 0.30 -0.03
H -3.656 2.198 2.902 0.03 -0.11 -0.15
H 2.956 6.562 -1.307 -0.12 -0.23 -0.06
H 7.329 -0.488 4.967 -0.12 0.06 0.17
H -4.968 -2.166 -2.996 0.04 0.42 0.12
P -1.040 -2.877 0.945 -4.21 -2.79 -2.23
```
Forces are in eV/Å.

## Properties
LUMO energy: -2.9 eV
Strongest force on any atom: 10.3 eV/Å
Total charge: -1



# 3
Density functional theory data (ωB97M-V/def2-TZVPD) for an isolated ion of composition C10H13O5 and charge -1 at a distorted geometry.

The geometry in XYZ format:
```
28
Properties=species:S:1:pos:R:3:forces:R:3
O 1.831 -0.320 1.473 0.97 -2.29 0.85
H 1.801 1.931 2.559 0.01 0.12 -1.33
O 2.624 -0.108 -1.072 0.20 0.13 0.63
C 1.235 0.708 0.801 -0.52 2.79 -0.59
C 0.787 1.305 -1.774 -0.73 -0.08 1.27
H 0.927 0.859 -2.754 0.29 -0.18 0.05
H -0.536 1.971 1.056 -0.15 -0.92 0.11
H -3.087 -2.165 1.184 0.24 -0.74 2.80
H 2.544 -0.711 0.908 -0.95 0.60 0.32
C -0.315 0.879 1.077 1.62 0.13 1.83
C -2.044 -2.266 -0.570 2.50 1.36 0.57
O -1.837 -3.242 -1.287 -0.63 0.71 0.58
C 0.247 -1.329 -0.821 2.63 2.63 0.16
C 1.883 1.993 1.425 -2.58 0.30 1.32
H -3.522 -0.936 0.067 -0.54 -0.07 -0.11
H -0.438 0.468 2.136 0.09 0.80 -0.98
O -2.474 0.597 0.191 1.40 0.48 0.64
C -3.284 -1.978 0.202 -0.40 -0.70 -3.48
H 1.445 2.950 1.087 -0.17 -0.43 0.11
H -0.301 1.326 -1.595 0.29 0.11 -0.10
O 1.011 -2.020 -1.468 -0.64 -0.47 0.26
H -3.887 -2.694 -0.310 -1.63 -0.38 0.46
C 1.464 0.519 -0.666 -2.63 -3.13 -1.60
H 2.873 2.060 1.174 2.74 -0.16 -0.57
C -1.328 0.128 0.331 -1.79 -1.79 -2.02
C -1.000 -1.231 -0.251 -0.27 0.27 -0.54
H 1.111 2.325 -1.780 0.35 0.98 -0.33
H 2.270 -1.018 -1.325 0.27 -0.06 -0.31
```
Forces are in eV/Å.

## Properties
Relative energy (zero: lowest compared OMol25 entry of this formula, charge and spin): 61.2 kJ/mol
LUMO energy: 3.4 eV
Strongest force on any atom: 4.4 eV/Å
Total charge: -1



The highest strongest force on any atom belongs to which entry? C15H28AlCl2F4N4NaO16PS